Record 1
ORCA calculation (ωB97M-V with the def2-TZVPD basis set) on a cluster of 8 separate species, C43H97F24N3OP6 in total in a non-equilibrium geometry.

Last column: Löwdin charge in e.
Cartesian coordinates (Å):
P -2.7002 -2.9597 -6.0947  0.0477
P -0.9294 2.8187 4.1928  0.2885
P -4.1058 4.9630 -2.1037  0.3207
P 3.7741 1.3228 -1.4808  0.3049
P -0.6904 -2.0078 6.3693  0.9870
P 2.5846 -0.7795 -5.7606  1.0884
F -1.5537 -2.2631 -6.9722  -0.1596
F -3.7697 -1.8622 -6.4176  -0.1263
F 5.2650 0.5969 -1.1937  -0.2066
F -3.2509 -3.8524 -7.4001  -0.2056
F -4.3674 6.4456 -1.4430  -0.1905
F 0.2069 3.9728 3.7884  -0.2014
F -3.9099 4.3419 -0.5279  -0.2396
F 3.4709 1.3130 0.1208  -0.1731
F 0.0560 1.6081 3.6138  -0.1974
F 4.4247 2.8318 -1.4547  -0.1686
F -1.6785 -4.1219 -5.8550  -0.1325
F 3.0999 -0.1852 -1.6210  -0.2197
F 2.2865 2.0421 -1.8962  -0.2266
F -4.2378 5.4868 -3.6511  -0.1773
F -3.8147 -3.6862 -5.2548  -0.1351
F -2.2225 -2.0733 -4.8280  -0.1721
F -0.0752 2.8134 5.6841  -0.2359
F -1.7136 2.8456 2.7756  -0.1563
F -3.7692 3.3780 -2.4898  -0.2116
F -2.0502 1.8117 4.7414  -0.1557
F 4.0383 1.0801 -3.0697  -0.1983
F -5.7330 4.8221 -2.1448  -0.1724
F -2.4667 5.2599 -2.3009  -0.2212
F -1.7405 4.0994 4.7941  -0.1777
O -2.5466 -1.5415 -1.9908  -0.0759
N -2.6131 6.3958 3.2174  -0.0996
N -0.7475 6.5658 2.0080  -0.0404
N -1.3582 0.7222 -0.1897  -0.2798
C -1.0540 -0.7224 7.5266  -0.2703
C 2.6934 -0.6759 -11.1365  -0.1014
C -3.1609 -0.3205 -1.8471  -0.2190
C -1.7505 -1.9327 4.9994  -0.2590
C -2.1353 2.0480 -5.1012  -0.0843
C -4.2263 -3.5133 3.3508  -0.1195
C 1.6084 0.8018 -5.3221  -0.1953
C -0.7079 -7.5045 6.4402  -0.0795
C 3.0803 -0.1455 5.2660  -0.2301
C -3.7953 -3.6884 4.7311  -0.2624
C -0.1825 -0.3128 -0.3771  0.0338
C 6.5126 -1.4183 -7.1660  -0.2322
C -3.2690 -2.2831 5.3365  -0.1775
C 1.0795 -1.9093 5.8402  -0.2294
C 1.9644 -1.3831 -7.3908  -0.2755
C -1.2575 6.7523 3.2597  0.0284
C 2.5578 -1.9797 -4.4938  -0.2846
C -0.5446 2.0237 0.1139  0.0344
C -0.3870 -4.8792 6.4680  -0.2162
C 0.6289 6.8084 1.6048  -0.1829
C 7.3645 -2.6138 -7.5979  -0.1076
C -1.7413 5.9549 1.2118  0.0200
C 4.9776 -1.6328 -6.9467  -0.2466
C -2.9141 5.9946 1.9347  0.0004
C -2.1209 0.2971 1.0710  -0.0007
C 0.8338 7.7248 0.3707  -0.0423
C 2.0096 -1.2904 -9.8769  -0.2449
C 1.2354 -3.6926 -3.1553  -0.2382
C -1.4901 1.0072 10.0759  -0.1292
C -0.1248 -4.0296 -2.5596  -0.0959
C -0.1196 0.4883 9.6578  -0.2471
C 3.4190 -0.7716 3.8733  -0.0841
C -3.5758 6.6637 4.2523  -0.0075
C 0.0555 0.6914 -5.3430  -0.2252
C -0.3221 -0.8390 8.8953  -0.2347
C 1.6288 -0.4495 5.6767  -0.2458
C 4.4214 -0.5571 -6.0104  -0.2664
C 1.2134 -2.5854 -4.1545  -0.2570
C -0.8577 -3.5985 7.2843  -0.2327
C -0.6242 2.0397 -5.0031  -0.2458
C -0.6520 -6.1974 7.3038  -0.2593
C 2.2009 -0.5191 -8.5888  -0.2728
C -2.2848 0.9125 -1.4328  -0.0256
H -2.9752 0.9279 1.3168  0.1082
H -1.6186 5.5403 0.2222  0.1188
H -0.2797 2.3012 -4.0026  0.0940
H 1.0882 5.8649 1.3096  0.1245
H -4.5341 6.1626 4.1154  0.1089
H -3.1191 6.2231 5.1386  0.0890
H -2.4603 -0.7326 0.9580  0.0966
H 2.6992 0.4099 -11.0414  0.0664
H 1.5655 0.3646 -8.6477  0.1236
H 0.1869 -7.5499 5.8195  0.0773
H 3.5586 -1.8516 3.9214  0.0643
H 4.3381 -0.3141 3.5073  0.0737
H 1.1358 -2.4458 4.8930  0.0870
H 0.3950 0.3672 10.6110  0.1114
H 0.2172 1.3665 9.1070  0.1126
H -0.8421 0.2872 7.1745  0.1012
H 2.3480 -2.3906 -7.5518  0.1043
H -0.3772 -3.5451 8.2613  0.0924
H -0.8949 -8.3582 7.0917  0.0735
H 0.1388 2.1203 -0.7297  0.0822
H 3.0397 0.9354 5.1313  0.1089
H -0.1997 0.1454 -6.2512  0.0923
H -0.5748 -1.3089 -0.5817  0.0740
H 0.5675 -1.7986 -3.7648  0.0937
H 5.0493 -0.4179 -5.1303  0.0977
H 0.8886 -1.4900 -7.2524  0.0805
H 2.2351 -0.8913 -12.1018  0.0664
H -1.0066 -5.0017 5.5797  0.0789
H -3.6084 7.7397 4.4231  0.1009
H -0.1660 -5.0190 -2.1042  0.0716
H -1.8934 -3.7600 7.5832  0.0910
H -2.4565 -1.8062 -2.9092  0.0533
H -1.8584 -0.9430 4.5555  0.0931
H -3.6910 -0.2629 -2.7978  0.1356
H 0.8424 8.7166 0.8228  0.0739
H -3.4022 -2.3625 6.4154  0.0717
H -3.0918 -4.4984 4.9238  0.0901
H -0.0224 1.9022 1.0630  0.0908
H -0.3312 -3.4110 -1.6862  0.0462
H -2.0665 0.2946 10.6659  0.0746
H -3.3065 -3.5287 2.7661  0.0753
H -1.2809 2.8138 -0.0334  0.0930
H -0.1659 2.8523 -5.5666  0.1071
H 6.9399 -3.5766 -7.3135  0.0652
H 1.4070 -4.6207 -3.7007  0.1095
H 3.3064 -2.7719 -4.4990  0.1170
H 6.6224 -0.5531 -7.8198  0.1059
H -1.6372 -7.2172 5.9482  0.0654
H -1.2508 1.8063 10.7776  0.0760
H 3.7034 -1.0531 -11.2969  0.0654
H 0.1833 -6.1904 8.0041  0.0982
H 1.4953 0.1394 6.5842  0.0983
H 8.3963 -2.6232 -7.2468  0.0698
H 0.2645 -0.2632 0.6158  0.0910
H 0.9928 -1.5943 -10.1257  0.1190
H -4.6437 -2.5190 3.1918  0.0857
H -1.2454 -2.4820 4.2048  0.1026
H -3.9184 5.6816 1.6897  0.1352
H 0.5754 -2.6171 -5.0377  0.1028
H 1.8235 0.8583 -4.2550  0.0606
H 2.6078 -2.1996 -9.8173  0.0973
H 4.7237 0.3470 -6.5389  0.0951
H 0.6216 -4.8468 6.0559  0.1034
H 2.8517 -1.3538 -3.6512  0.0823
H -3.9257 -0.5869 -1.1176  0.1175
H -2.0771 1.3736 9.2337  0.0763
H -4.7873 -4.3721 2.9823  0.0881
H -1.5763 -6.0966 7.8727  0.1001
H 3.8103 -0.3303 6.0540  0.1036
H -2.4291 2.4267 -6.0801  0.0808
H -2.6041 1.0900 -4.8766  0.0683
H -2.1275 -0.7774 7.7072  0.1002
H 1.7663 -2.4699 6.4743  0.0994
H 0.6506 -1.2623 8.6449  0.0940
H -2.6370 2.7075 -4.3930  0.0511
H -0.3585 -0.0279 -4.6364  0.0853
H 2.0480 -3.5925 -2.4358  0.1191
H -2.8914 1.7311 -1.0454  0.1078
H -0.6266 7.2001 4.0133  0.1618
H -3.9856 -1.4654 5.2601  0.1135
H 1.0378 0.0266 4.8943  0.0790
H 1.2171 7.1461 2.4581  0.1245
H -1.4431 0.4054 1.9177  0.0672
H -1.0442 -3.9355 -3.1376  0.0706
H 2.0622 1.6582 -5.8208  0.1025
H 0.5673 -0.0665 -1.1289  0.0862
H 1.7906 7.4522 -0.0746  0.0847
H -0.0131 7.5892 -0.3019  0.0778
H 7.4091 -2.8334 -8.6646  0.0652
H 6.9281 -1.0166 -6.2419  0.1027
H 4.3612 -1.6766 -7.8445  0.0831
H 2.6103 -0.5096 3.1910  0.0674
H 4.8416 -2.5380 -6.3548  0.1011
H -1.5468 1.2276 -2.1705  0.1203
H -0.8612 -1.4628 9.6082  0.1097
H 3.1902 -0.0626 -8.6213  0.1030
H -4.5958 -3.9171 5.4347  0.1035

Its spin multiplicity is 1. For the total energy, the calculation gives -6381.7055 hartree. The calculation puts the HOMO energy at -10.3 eV. The calculation puts the molar mass at 1314.07 g mol⁻¹. For the energy above the lowest of the compared OMol25 structures with the same formula, charge and spin, the calculation gives 0.0 kJ/mol. For the gap between HOMO and LUMO, the calculation gives 9.86 eV.

Record 2
ORCA calculation (ωB97M-V with the def2-TZVPD basis set) on a cluster of 5 separate species, C43H97FN5O2 in total in a non-equilibrium geometry.

Last column: Löwdin charge in e.
Cartesian coordinates (Å):
F 7.6218 -6.2231 -2.4763  -0.1433
O 4.4045 -3.4566 0.4327  -0.0652
O 3.3947 -1.4196 0.2645  -0.2248
N -3.6052 3.8203 -3.7029  -0.1905
N 5.4695 1.0844 3.4032  -0.1878
N -7.4685 2.1011 2.6304  -0.1925
N -0.3058 3.4330 2.5396  -0.1880
N 3.9343 -2.4422 -2.8495  -0.0567
C 0.4300 -4.7473 -4.0685  -0.1936
C 0.8866 4.0217 3.1418  -0.2717
C -2.8431 6.0663 -2.9174  -0.0897
C 1.8489 -3.9651 -4.1432  -0.2182
C 4.8234 -2.1275 -1.7069  -0.2664
C -8.0212 2.7514 3.8124  -0.2749
C 5.0881 2.8774 1.6244  -0.0854
C 2.5994 -1.8118 -2.7394  -0.2143
C -0.0224 2.2136 1.7776  -0.2394
C -0.1613 -5.9326 1.6831  -0.2219
C -0.1522 -2.5410 -0.2981  -0.1066
C -3.8859 5.2506 -3.6718  -0.2741
C 6.6148 0.0018 1.3935  -0.0867
C -5.9578 3.0450 -4.3513  -0.0932
C 0.8497 2.3429 0.5300  -0.0758
C -0.6885 5.2299 0.7624  -0.0855
C 0.5891 5.1219 4.1530  -0.0942
C 0.9607 -7.0088 1.3571  -0.2249
C -4.4572 3.0906 -4.6398  -0.2499
C -0.8392 -3.6064 0.7093  -0.2421
C -1.2281 4.3617 1.9000  -0.2543
C 0.7983 -6.3127 -4.0804  -0.2283
C 6.1401 -3.0529 -1.8894  -0.1499
C -5.2356 3.3532 2.5896  -0.0867
C 0.0678 -6.7218 -1.5290  -0.1964
C 6.3614 2.7697 5.0176  -0.1018
C 4.5473 2.0114 2.7623  -0.2481
C -9.5299 2.5924 3.9543  -0.0957
C 4.2052 -2.4276 -0.2718  -0.5437
C -4.5495 3.2589 -1.3945  -0.0846
C 1.6279 -6.5783 -1.2333  -0.1837
C 6.6599 1.6703 4.0052  -0.2799
C 1.7114 -2.3875 -3.9704  -0.1831
C 5.7486 -0.1321 2.6389  -0.2377
C 2.0721 -6.6095 0.3058  -0.1959
C -8.0601 2.4782 1.3523  -0.2478
C -0.0640 -7.1956 -3.0750  -0.2164
C 6.7221 -5.3311 -3.1907  -0.1634
C -6.0076 2.0355 2.6442  -0.2422
C -8.0173 3.9546 0.9564  -0.0843
C -3.4094 3.1755 -2.4098  -0.2373
C 0.2549 -4.3981 1.6140  -0.1773
C 5.8076 -4.5973 -2.0975  -0.1703
H 1.4486 -7.3245 2.3454  0.1061
H -4.0867 2.0645 -4.7373  0.1130
H 1.5200 5.4593 4.6163  0.0705
H 1.5720 4.4180 2.3820  0.0955
H -1.5647 -3.0878 1.4318  0.0979
H -5.6691 1.3953 1.8222  0.1120
H -0.0698 4.7614 4.9473  0.0770
H 6.0048 -5.1355 -1.1041  0.1174
H 2.1978 -7.4069 -1.7901  0.1125
H -1.0747 -6.1813 1.0334  0.0902
H -2.1034 3.8106 1.5372  0.0960
H -7.0412 4.2380 0.5622  0.0452
H 6.0583 0.4416 0.5654  0.0512
H -4.8744 5.4630 -3.2450  0.0956
H 6.2288 -0.8509 3.3137  0.1101
H -9.1070 2.1569 1.3530  0.0992
H 2.2678 -4.1909 -5.1852  0.1114
H -0.5176 -6.1338 2.7582  0.1027
H 1.3198 -4.1784 1.3075  0.0976
H 5.7010 2.4084 5.8103  0.0754
H -8.7457 4.1425 0.1616  0.0719
H 4.4019 -2.0675 -3.6868  0.1179
H -0.9683 1.7362 1.4977  0.1080
H -7.5678 2.3030 4.7024  0.1177
H -2.8243 5.8235 -1.8522  0.0537
H 0.4598 1.4987 2.4540  0.1124
H 2.8900 -7.4155 0.3804  0.1085
H -9.8175 1.5379 3.9594  0.0784
H 7.3243 -4.6162 -3.8300  0.1043
H 2.6372 -0.6690 -2.8668  0.1230
H 2.1567 -1.9097 -4.9137  0.0969
H 2.0211 -2.0790 -1.8061  0.0790
H -6.4916 2.6889 -5.2375  0.0694
H -0.3853 -5.6733 -1.4363  0.0915
H -5.2423 3.7831 1.5875  0.0390
H 1.7473 2.9391 0.7076  0.0595
H 0.2983 2.7796 -0.3042  0.0510
H 0.2968 5.6457 0.9816  0.0689
H -6.3657 4.0263 -4.1002  0.0648
H -4.1878 3.1758 2.8496  0.0671
H 0.5553 -6.6956 -5.1366  0.1058
H 0.1293 -3.9497 2.6640  0.1062
H 7.3469 2.0680 3.2470  0.0937
H 7.2919 3.1065 5.4830  0.0659
H -0.0937 -4.5043 -5.0554  0.1061
H 2.6185 -5.6310 0.5183  0.0932
H 4.1407 2.6769 3.5327  0.0899
H 6.0637 -6.0042 -3.8375  0.1092
H 5.9000 3.6432 4.5502  0.0596
H -3.1527 2.1222 -2.5663  0.1203
H 6.0739 3.2936 1.8440  0.0642
H 1.9161 -6.4573 -3.9307  0.0960
H 4.4110 3.7205 1.4512  0.0596
H -3.0754 7.1312 -3.0016  0.0719
H -5.6225 4.0945 3.2919  0.0689
H -0.4771 -7.5019 -0.9175  0.0980
H -0.1465 -4.4132 -3.1523  0.0899
H -4.1686 3.0231 -0.3960  0.0584
H 1.1784 1.3509 0.2061  0.0764
H -3.9026 5.6263 -4.7002  0.1161
H -1.3659 6.0729 0.5911  0.0671
H 0.4309 -7.9549 0.9747  0.0995
H -4.3184 3.5321 -5.6337  0.1073
H 4.8036 -0.6082 2.3558  0.1045
H 5.1451 2.3220 0.6884  0.0582
H -8.2645 4.6199 1.7861  0.0677
H 2.5144 -4.4763 -3.3835  0.0716
H 0.1267 5.9949 3.6855  0.0610
H -1.8432 5.9073 -3.3291  0.0818
H -0.6651 -2.6353 -1.3200  0.0639
H -0.3610 -1.5093 0.1238  0.0665
H -6.1924 2.3516 -3.5432  0.0538
H -5.7034 1.5042 3.5533  0.1107
H 5.1927 -1.0389 -1.6944  0.1388
H 1.4328 3.2381 3.6765  0.1140
H 6.6600 -2.6886 -2.8384  0.0948
H -5.3352 2.5344 -1.6108  0.0555
H 7.5180 0.5922 1.5698  0.0606
H -7.7762 3.8206 3.8416  0.0962
H 0.6210 -2.0791 -3.8170  0.1028
H 7.2047 0.8844 4.5386  0.1147
H 6.9371 -0.9915 1.0679  0.0690
H 3.6726 1.4602 2.3997  0.1165
H 0.3948 -8.2510 -3.0968  0.1063
H -1.1551 -7.3079 -3.3613  0.1012
H -1.6339 5.0258 2.6710  0.0991
H -1.4638 -4.3022 0.0684  0.0720
H -0.6317 4.6764 -0.1751  0.0467
H 4.7320 -4.8266 -2.3635  0.0911
H -9.8610 3.0353 4.8973  0.0705
H -10.0728 3.0982 3.1523  0.0622
H 1.9842 -5.5926 -1.6785  0.0956
H -7.6011 1.8855 0.5533  0.1121
H -4.9969 4.2540 -1.3438  0.0675
H -2.5120 3.6011 -1.9487  0.0944
H 6.8665 -2.9141 -1.0316  0.1112
H 0.9518 -2.7985 -0.3406  0.0511

Its spin multiplicity is 1. For the total energy, the calculation gives -2220.5539 hartree. The calculation puts the HOMO energy at -4.5 eV. The calculation puts the molar mass at 735.28 g mol⁻¹. The total charge is -1. For the gap between HOMO and LUMO, the calculation gives 6.58 eV.